Entry from the OMol25 dataset: a cluster of 11 separate species, C16H54N10O11 in total in a non-equilibrium geometry (wB97M-V/def2-TZVPD).

```
91
Properties=species:S:1:pos:R:3:lowdin_charge:R:1
N -1.430 3.863 -0.538 0.13
C -1.185 5.059 -1.084 -0.59
N -0.055 5.603 -0.730 0.13
O -1.924 5.704 -2.041 -0.08
H -2.095 3.211 -0.935 0.07
H -0.769 3.402 0.130 0.13
H 0.267 6.490 -1.145 0.14
H 0.452 5.401 0.160 0.13
N -2.982 2.616 1.435 0.12
C -4.178 2.187 1.197 -0.60
N -4.724 2.789 0.186 0.15
O -4.651 1.009 1.795 -0.13
H -2.521 2.319 2.316 0.10
H -2.400 3.245 0.822 0.08
H -5.567 2.455 -0.318 0.16
H -4.548 3.770 -0.038 0.14
N -3.145 1.545 -1.877 0.17
C -2.976 2.266 -2.914 -0.66
N -1.949 1.787 -3.596 0.16
O -3.703 3.376 -3.203 -0.08
H -3.878 1.812 -1.301 0.05
H -2.591 0.789 -1.558 0.06
H -1.638 2.394 -4.388 0.14
H -1.083 1.461 -3.084 0.08
N 2.905 -0.001 2.934 0.14
C 4.043 -0.305 3.513 -0.70
N 4.900 0.631 3.539 0.15
O 4.181 -1.499 4.167 -0.11
H 2.364 -0.814 2.680 0.08
H 2.738 0.880 2.334 0.15
H 5.765 0.354 4.045 0.15
H 4.790 1.589 3.061 0.16
N 0.052 -1.221 -3.058 0.14
C 0.713 -0.113 -2.870 -0.57
N 0.350 0.719 -1.938 0.15
O 1.884 0.159 -3.671 -0.15
H 0.066 -1.776 -3.937 0.17
H -0.834 -1.405 -2.520 0.09
H 0.758 1.650 -1.830 0.14
H -0.307 0.474 -1.130 0.09
C -3.608 -3.027 -1.408 -0.05
C -3.268 -1.640 -0.999 -0.33
O -2.359 -1.216 -1.922 -0.13
H -4.461 -3.368 -0.862 0.08
H -2.800 -3.718 -1.091 0.08
H -3.713 -3.171 -2.450 0.08
H -2.859 -1.536 0.035 0.13
H -4.146 -1.070 -0.993 0.10
H -2.901 -0.986 -2.696 0.13
C -0.105 -1.335 0.654 -0.07
C -0.933 -0.161 1.256 -0.23
O -1.419 0.755 0.228 -0.16
H 0.716 -1.071 -0.007 0.04
H -0.722 -1.940 -0.037 0.05
H 0.263 -2.138 1.413 0.12
H -0.285 0.491 1.924 0.10
H -1.735 -0.527 1.887 0.11
H -1.993 1.427 0.641 0.02
C 3.752 -0.396 -1.276 -0.08
C 5.017 -0.549 -0.404 -0.28
O 6.211 -0.290 -1.187 -0.07
H 3.616 -1.199 -2.005 0.08
H 3.681 0.565 -1.707 0.05
H 2.818 -0.482 -0.723 0.04
H 5.036 -1.568 -0.094 0.08
H 5.028 -0.017 0.542 0.08
H 6.847 -0.864 -0.785 0.06
C 0.172 0.708 4.714 -0.08
C -1.110 1.549 4.652 -0.31
O -1.185 2.407 3.571 -0.10
H 1.016 1.316 4.642 0.04
H 0.369 -0.093 3.987 0.06
H 0.149 0.232 5.696 0.09
H -1.310 2.035 5.583 0.11
H -1.962 0.811 4.530 0.14
H -0.427 2.989 3.622 0.10
C 0.020 -4.495 -1.378 -0.07
C 1.146 -4.318 -2.356 -0.26
O 1.675 -3.040 -2.043 -0.14
H -0.766 -3.814 -1.494 0.01
H 0.362 -4.332 -0.372 0.07
H -0.498 -5.406 -1.602 0.08
H 0.859 -4.412 -3.371 0.10
H 1.957 -5.009 -2.143 0.12
H 0.939 -2.418 -2.345 0.04
C 2.964 -3.262 0.971 -0.15
O 3.519 -3.547 -0.302 -0.13
H 2.663 -2.250 0.960 0.03
H 3.629 -3.338 1.772 0.06
H 2.176 -3.915 1.165 0.06
H 2.845 -3.233 -0.962 0.02
```

Calculated values
HOMO ... -9.23 eV
Relative energy (zero: lowest compared OMol25 entry of this formula, charge and spin) ... 807.6 kJ/mol
LUMO ... -0.933 eV
Calculated total energy ... -2017.0609 Ha
Frontier orbital gap ... 8.302 eV
M ... 562.67 g mol⁻¹

=====

Entry from the OMol25 dataset: an isolated molecule of C3H3N2OP in a non-equilibrium geometry (wB97M-V/def2-TZVPD).

```
10
Properties=species:S:1:pos:R:3:lowdin_charge:R:1
C 1.605 -0.050 0.054 -0.06
P -0.608 0.048 0.617 0.65
O -0.838 0.371 2.017 -0.33
C -1.311 -1.428 -0.173 -0.31
N -1.710 -2.264 -0.844 0.12
C -1.167 1.248 -0.650 -0.31
N -1.601 2.126 -1.228 0.12
H 1.722 0.481 -1.004 0.08
H 1.865 0.513 0.981 0.01
H 2.043 -1.046 0.230 0.02
```

Calculated values
HOMO ... -11.20 eV
Relative energy (zero: lowest compared OMol25 entry of this formula, charge and spin) ... 152.1 kJ/mol
LUMO ... -0.532 eV
Calculated total energy ... -642.1500 Ha
Frontier orbital gap ... 10.671 eV
M ... 114.04 g mol⁻¹

=====

Entry from the OMol25 dataset: a cluster of 10 separate species, C30H55N5O20 in total in a non-equilibrium geometry (wB97M-V/def2-TZVPD).

```
110
Properties=species:S:1:pos:R:3:lowdin_charge:R:1
O -5.415 -27.088 -17.487 0.15
C -4.772 -27.805 -18.179 -0.49
O -3.868 -27.208 -19.155 -0.01
C -2.875 -28.192 -19.452 -0.12
C -3.589 -29.508 -19.106 -0.12
O -4.528 -29.122 -18.106 0.06
H -2.686 -28.119 -20.523 0.12
H -2.000 -27.973 -18.840 0.13
H -2.934 -30.309 -18.763 0.11
H -4.034 -29.946 -19.999 0.11
O -1.079 -25.391 -16.704 0.19
C -1.836 -25.646 -15.830 -0.57
O -1.541 -25.996 -14.598 0.09
C -2.598 -26.392 -13.770 -0.13
C -3.782 -26.101 -14.647 -0.09
O -3.205 -25.743 -15.950 0.03
H -2.520 -27.434 -13.461 0.13
H -2.750 -25.801 -12.867 0.13
H -4.320 -25.309 -14.126 0.13
H -4.354 -27.025 -14.739 0.11
O -5.283 -32.039 -18.989 0.14
C -5.726 -33.158 -18.901 -0.55
O -5.019 -34.177 -18.382 0.08
C -5.814 -35.278 -18.160 -0.15
C -6.870 -34.972 -19.141 -0.16
O -6.813 -33.635 -19.463 0.11
H -5.452 -36.193 -18.630 0.14
H -5.988 -35.405 -17.092 0.14
H -7.814 -35.168 -18.633 0.14
H -6.853 -35.518 -20.085 0.15
O -7.484 -22.528 -19.406 0.13
C -6.594 -22.799 -18.611 -0.48
O -5.355 -23.271 -18.959 0.04
C -4.635 -23.585 -17.723 -0.11
C -5.541 -23.272 -16.521 -0.11
O -6.662 -22.739 -17.221 0.03
H -4.513 -24.668 -17.734 0.09
H -3.575 -23.336 -17.676 0.12
H -5.011 -22.593 -15.852 0.12
H -5.825 -24.134 -15.917 0.12
O -5.492 -32.821 -24.834 0.13
C -4.639 -32.342 -24.118 -0.55
O -4.197 -33.005 -23.042 0.08
C -3.085 -32.181 -22.506 -0.08
C -3.018 -30.986 -23.393 -0.17
O -3.890 -31.241 -24.416 0.07
H -3.222 -31.993 -21.441 0.10
H -2.189 -32.794 -22.408 0.13
H -1.983 -30.968 -23.735 0.14
H -3.254 -30.058 -22.872 0.13
C -0.931 -32.303 -19.020 -0.06
N 0.308 -31.555 -19.073 0.01
C 0.377 -30.461 -19.852 -0.55
C 1.638 -29.604 -19.781 0.01
O -0.408 -30.234 -20.779 0.01
H -0.983 -32.608 -17.975 0.09
H -0.662 -33.200 -19.577 0.09
H -1.807 -31.860 -19.494 0.06
H 0.968 -31.660 -18.315 0.14
H 2.596 -30.090 -19.595 0.08
H 1.343 -29.044 -18.893 0.08
H 1.685 -28.791 -20.504 0.08
C -8.516 -27.044 -17.272 -0.04
N -8.108 -28.246 -17.979 0.01
C -8.774 -28.851 -18.951 -0.62
C -8.102 -30.019 -19.561 0.00
O -9.856 -28.490 -19.347 0.05
H -7.879 -26.818 -16.417 0.07
H -9.561 -27.175 -16.991 0.09
H -8.404 -26.245 -18.005 0.09
H -7.156 -28.568 -18.082 0.09
H -8.502 -30.138 -20.568 0.09
H -8.280 -31.009 -19.141 0.08
H -7.027 -29.853 -19.633 0.06
C -5.790 -29.555 -14.412 -0.05
N -6.786 -30.537 -13.933 0.02
C -7.941 -30.239 -13.396 -0.66
C -8.706 -31.243 -12.682 -0.01
O -8.460 -29.198 -13.672 0.07
H -6.291 -28.615 -14.641 0.07
H -5.351 -29.779 -15.384 0.08
H -5.054 -29.326 -13.641 0.08
H -6.570 -31.523 -13.966 0.14
H -9.352 -31.854 -13.314 0.10
H -9.404 -30.714 -12.034 0.09
H -8.004 -31.777 -12.041 0.08
C -5.878 -27.262 -21.789 -0.01
N -5.780 -27.428 -23.235 0.03
C -4.707 -27.462 -23.943 -0.58
C -4.660 -27.995 -25.323 0.00
O -3.606 -27.197 -23.436 0.00
H -6.930 -27.452 -21.575 0.09
H -5.559 -26.261 -21.500 0.10
H -5.247 -28.009 -21.307 0.07
H -6.636 -27.560 -23.755 0.15
H -4.729 -27.138 -25.992 0.09
H -5.455 -28.656 -25.669 0.08
H -3.793 -28.634 -25.486 0.08
C -0.441 -26.487 -22.453 -0.10
N -1.504 -25.632 -22.119 -0.01
C -1.420 -24.782 -21.030 -0.49
C -2.630 -23.989 -20.624 0.00
O -0.294 -24.667 -20.496 0.00
H 0.218 -26.099 -23.230 0.08
H -0.922 -27.377 -22.859 0.07
H 0.109 -26.751 -21.549 0.08
H -2.340 -25.644 -22.686 0.10
H -2.343 -23.319 -19.813 0.08
H -3.434 -24.590 -20.201 0.06
H -2.919 -23.306 -21.423 0.09
```

Calculated values
HOMO ... -8.49 eV
LUMO ... -0.219 eV
Calculated total energy ... -2954.6818 Ha
Frontier orbital gap ... 8.267 eV
M ... 805.79 g mol⁻¹

=====

Entry from the OMol25 dataset: an isolated molecule of C15H19NO (wB97M-V/def2-TZVPD).

```
36
Properties=species:S:1:pos:R:3:lowdin_charge:R:1
O -1.310 -1.878 -1.601 0.00
C -1.145 -1.121 -0.412 -0.35
C -0.064 -0.147 -0.535 0.03
C 0.820 0.647 -0.706 0.01
C 1.914 1.600 -0.858 -0.19
N 3.196 1.249 -0.282 -0.18
C 3.254 1.194 1.164 -0.19
C 2.772 -0.133 1.763 -0.18
C 3.555 -1.289 1.145 -0.20
C 3.427 -1.244 -0.375 -0.18
C 3.883 0.127 -0.889 -0.19
C -2.427 -0.409 -0.021 -0.18
C -3.176 -0.832 1.068 -0.03
C -4.359 -0.191 1.391 -0.08
C -4.804 0.874 0.628 -0.09
C -4.061 1.301 -0.459 -0.08
C -2.877 0.663 -0.782 -0.04
H -1.559 -1.278 -2.313 0.09
H -0.877 -1.861 0.353 0.15
H 1.603 2.552 -0.410 0.13
H 2.073 1.769 -1.930 0.13
H 2.670 2.025 1.567 0.12
H 4.303 1.347 1.444 0.12
H 1.707 -0.259 1.558 0.09
H 2.913 -0.112 2.846 0.11
H 3.185 -2.243 1.527 0.11
H 4.609 -1.200 1.423 0.11
H 2.388 -1.415 -0.661 0.10
H 4.041 -2.023 -0.831 0.11
H 3.756 0.187 -1.973 0.12
H 4.950 0.252 -0.665 0.12
H -2.833 -1.666 1.663 0.11
H -4.936 -0.527 2.241 0.10
H -5.729 1.373 0.881 0.10
H -4.403 2.133 -1.056 0.10
H -2.291 1.006 -1.624 0.12
```

Calculated values
HOMO ... -8.27 eV
Relative energy (zero: lowest compared OMol25 entry of this formula, charge and spin) ... 335.4 kJ/mol
LUMO ... 0.791 eV
Calculated total energy ... -712.8966 Ha
Frontier orbital gap ... 9.057 eV
M ... 229.32 g mol⁻¹

=====

Entry from the OMol25 dataset: a structure of composition C17H13Br39F10NO2S in a non-equilibrium geometry (wB97M-V/def2-TZVPD).

```
83
Properties=species:S:1:pos:R:3:lowdin_charge:R:1
O 1.743 -2.806 -0.457 -0.37
S 1.923 -1.711 -1.396 0.58
O 3.287 -1.220 -1.435 -0.35
N 1.200 -1.831 -2.805 -0.19
F 1.987 -2.864 -3.445 -0.25
C 0.921 -0.297 -0.707 -0.46
F 1.725 0.795 -0.820 0.06
F 0.726 -0.491 0.607 0.05
C -0.409 0.135 -1.398 -0.34
F -0.926 1.126 -0.624 0.04
F -0.046 0.706 -2.593 0.02
C -1.574 -0.898 -1.666 -0.36
F -2.726 -0.224 -1.462 0.07
F -1.567 -1.297 -2.937 0.14
C -1.680 -2.155 -0.748 -0.57
F -2.961 -2.549 -0.789 0.16
F -1.401 -1.859 0.504 0.14
F -0.967 -3.178 -1.146 0.08
C 4.837 -3.280 1.122 -1.59
Br 4.506 -5.054 1.807 0.57
Br 3.935 -1.953 2.175 0.57
Br 6.724 -2.911 0.966 0.55
H 4.416 -3.230 0.126 -0.04
C 1.404 -4.217 4.603 -1.64
Br 1.261 -6.128 4.794 0.55
Br 0.652 -3.633 2.945 0.59
Br 0.639 -3.289 6.110 0.56
H 2.459 -3.979 4.582 -0.05
C 0.647 -6.663 -3.739 -1.62
Br 0.040 -5.138 -2.763 0.72
Br 0.973 -8.177 -2.585 0.54
Br -0.554 -7.131 -5.177 0.55
H 1.593 -6.404 -4.193 -0.03
C 5.987 1.709 1.973 -1.63
Br 4.906 2.478 3.376 0.55
Br 7.155 0.359 2.696 0.51
Br 4.934 1.049 0.513 0.60
H 6.611 2.494 1.578 -0.09
C 9.881 1.721 -0.540 -1.63
Br 11.500 1.119 0.314 0.56
Br 8.613 0.295 -0.738 0.58
Br 9.147 3.254 0.368 0.59
H 10.150 2.051 -1.531 -0.03
C -1.265 2.248 2.717 -1.63
Br 0.631 1.929 2.807 0.61
Br -1.730 3.617 1.444 0.56
Br -2.230 0.618 2.378 0.61
H -1.569 2.606 3.689 -0.11
C -6.251 -1.129 -1.948 -1.63
Br -5.450 -1.001 -3.685 0.59
Br -6.041 0.497 -0.944 0.58
Br -8.104 -1.651 -2.056 0.57
H -5.731 -1.907 -1.407 -0.03
C -0.965 -8.419 2.359 -1.66
Br 0.302 -9.651 3.130 0.54
Br -0.147 -7.276 1.055 0.56
Br -2.491 -9.347 1.637 0.56
H -1.323 -7.791 3.162 -0.04
C -8.680 3.513 -0.631 -1.66
Br -9.595 2.259 0.504 0.56
Br -9.906 4.713 -1.502 0.57
Br -7.315 4.470 0.330 0.55
H -8.185 2.942 -1.405 -0.05
C -3.629 3.183 -4.354 -1.61
Br -4.584 3.856 -2.821 0.54
Br -2.221 2.021 -3.789 0.67
Br -4.796 2.298 -5.604 0.56
H -3.198 4.037 -4.856 -0.05
C -4.058 1.578 5.992 -1.62
Br -2.179 1.210 6.153 0.60
Br -4.391 2.950 4.682 0.59
Br -5.061 -0.019 5.617 0.58
H -4.396 1.955 6.945 -0.03
C -0.281 5.949 -2.188 -1.64
Br -0.296 4.066 -1.863 0.59
Br -1.187 6.419 -3.827 0.58
Br -0.984 6.935 -0.691 0.55
H 0.751 6.247 -2.305 -0.12
C 3.097 8.302 -0.850 -1.62
Br 3.045 6.405 -0.535 0.62
Br 2.196 8.779 -2.486 0.59
Br 2.411 9.292 0.649 0.57
H 4.133 8.577 -0.969 -0.03
```

Calculated values
HOMO ... -5.94 eV
LUMO ... 1.159 eV
Calculated total energy ... -102644.0862 Ha
Frontier orbital gap ... 7.099 eV
Net charge ... -1
M ... 3601.60 g mol⁻¹

=====

Entry from the OMol25 dataset: a cluster of 2 separate species, C5H12N2O in total in a non-equilibrium geometry (wB97M-V/def2-TZVPD).

```
20
Properties=species:S:1:pos:R:3:lowdin_charge:R:1
C -2.770 -0.001 -1.123 0.06
C -1.575 -0.551 -0.860 -0.44
C -1.390 -1.756 0.017 -0.05
N -0.470 0.049 -1.464 -0.06
O 0.670 -0.473 -1.178 -0.10
H -2.848 0.851 -1.775 0.05
H -3.680 -0.395 -0.706 0.05
H -0.916 -2.556 -0.555 0.08
H -0.717 -1.511 0.845 0.07
H -2.342 -2.103 0.400 0.07
C 2.543 0.010 0.873 -0.10
N 1.605 0.679 0.000 -0.18
C 0.545 1.617 0.639 -0.03
H 3.221 0.721 1.362 0.08
H 1.988 -0.538 1.634 0.08
H 3.144 -0.694 0.298 0.09
H 2.082 1.174 -0.750 0.13
H 0.011 1.045 1.396 0.08
H -0.146 1.952 -0.137 0.07
H 1.045 2.481 1.083 0.08
```

Calculated values
HOMO (spin up / spin down) ... -7.55 / -7.54 eV
Relative energy (zero: lowest compared OMol25 entry of this formula, charge and spin) ... 562.3 kJ/mol
LUMO (spin up / spin down) ... 0.505 / 0.510 eV
Calculated total energy ... -382.2883 Ha
Frontier orbital gap (spin up / spin down) ... 8.051 / 8.049 eV
M ... 116.16 g mol⁻¹

=====

Entry from the OMol25 dataset: a structure of composition C31H22Cl3IN2O3PSV in a non-equilibrium geometry (wB97M-V/def2-TZVPD).

```
65
Properties=species:S:1:pos:R:3:lowdin_charge:R:1
V -0.206 -1.437 -0.250 0.79
S -2.702 -0.979 0.731 1.14
C -2.888 -2.337 -0.406 -0.54
C -4.027 -3.100 -0.530 -0.01
C -4.008 -4.121 -1.476 0.01
C -2.864 -4.343 -2.226 0.01
C -1.753 -3.541 -2.014 -0.07
N -1.781 -2.553 -1.121 -0.06
H -4.897 -2.901 0.080 0.13
H -4.882 -4.743 -1.616 0.13
H -2.821 -5.129 -2.965 0.13
H -0.831 -3.677 -2.565 0.13
O -0.723 -2.661 1.307 -0.07
C -1.167 -1.537 1.609 -0.69
C -0.894 -0.654 2.770 -0.25
C -1.281 -1.018 4.054 0.01
C -1.151 -0.082 5.068 -0.02
C -0.667 1.196 4.799 -0.02
C -0.273 1.547 3.517 -0.04
C -0.375 0.611 2.493 -0.31
P 0.254 0.816 0.816 1.14
C -0.431 2.340 0.120 -0.33
C -1.819 2.460 0.008 -0.11
C -2.388 3.620 -0.487 -0.06
C -1.575 4.676 -0.883 -0.04
C -0.198 4.572 -0.761 -0.05
C 0.375 3.414 -0.256 -0.06
C 2.044 0.995 0.942 -0.34
C 2.789 1.266 -0.210 -0.12
C 4.169 1.320 -0.151 -0.05
C 4.822 1.090 1.054 -0.04
C 4.092 0.801 2.195 -0.05
C 2.705 0.747 2.143 -0.07
H -1.686 -2.001 4.255 0.14
H -1.442 -0.344 6.076 0.13
H -0.586 1.917 5.601 0.12
H 0.131 2.533 3.321 0.13
H -2.471 1.659 0.330 0.06
H -3.464 3.707 -0.554 0.12
H -2.016 5.585 -1.267 0.12
H 0.437 5.401 -1.042 0.12
H 1.448 3.370 -0.137 0.10
H 2.301 1.438 -1.162 0.09
H 4.736 1.535 -1.047 0.12
H 5.902 1.132 1.100 0.12
H 4.599 0.616 3.133 0.12
H 2.152 0.514 3.043 0.11
I 2.619 1.297 -4.697 1.01
C 0.802 0.855 -3.819 -0.71
C -0.385 1.441 -4.243 -0.08
C -1.557 1.105 -3.587 -0.01
C -1.508 0.225 -2.525 -0.12
N -0.368 -0.339 -2.104 -0.03
C 0.766 -0.034 -2.757 -0.19
H -0.393 2.142 -5.067 0.12
H -2.506 1.529 -3.882 0.13
H -2.408 -0.040 -1.988 0.10
H 1.675 -0.503 -2.407 0.08
Cl 1.341 -4.527 -0.355 0.68
C 2.730 -3.571 0.251 -1.50
Cl 4.211 -4.429 -0.058 0.72
Cl 2.536 -3.213 1.961 0.70
C 2.707 -2.257 -0.540 -0.63
O 3.528 -1.841 -1.275 0.17
O 1.520 -1.558 -0.349 -0.28
```

Calculated values
HOMO (spin up / spin down) ... -14.19 / -14.19 eV
Relative energy (zero: lowest compared OMol25 entry of this formula, charge and spin) ... 0.0 kJ/mol
LUMO (spin up / spin down) ... -6.955 / -6.880 eV
Calculated total energy ... -4891.1013 Ha
Frontier orbital gap (spin up / spin down) ... 7.235 / 7.307 eV
Net charge ... +2
M ... 817.78 g mol⁻¹